The following is a quantum chemistry calculation of a molecular structure, C49H54Cl4N9NiO in a non-equilibrium geometry, from the Open Molecules 2025 dataset.

Geometry (Å):
Ni 0.900 1.523 -2.117
C -0.985 -0.757 0.953
C -0.094 0.408 1.000
O 0.547 0.796 -0.178
H -1.846 -0.701 0.288
H -1.446 -0.827 1.939
H -0.506 -1.714 0.743
H 0.570 0.094 1.805
H -0.649 1.277 1.353
N 6.218 -0.787 2.195
C 5.259 -0.186 2.894
C 3.904 -0.448 2.699
C 3.485 -1.322 1.679
C 4.460 -1.945 0.823
C 5.782 -1.669 1.148
H 5.613 0.432 3.705
H 3.130 0.102 3.214
H 2.410 -1.389 1.593
H 4.276 -2.612 -0.006
H 6.538 -2.190 0.578
N 3.327 6.160 2.448
C 3.361 4.897 1.900
C 2.361 3.951 1.974
C 1.212 4.391 2.645
C 1.168 5.681 3.232
C 2.210 6.583 3.020
H 4.299 4.639 1.432
H 2.441 2.980 1.509
H 0.347 3.744 2.649
H 0.257 6.120 3.612
H 2.125 7.644 3.206
N 3.142 -5.828 1.150
C 2.606 -4.851 1.949
C 1.337 -4.245 1.621
C 0.583 -4.821 0.573
C 1.115 -5.857 -0.205
C 2.395 -6.342 0.155
H 3.190 -4.688 2.843
H 0.889 -3.445 2.191
H -0.347 -4.383 0.243
H 0.649 -6.267 -1.089
H 2.827 -7.178 -0.374
N 2.873 2.461 -1.506
C 3.407 3.632 -2.001
C 4.740 4.041 -1.688
C 5.536 3.241 -0.926
C 4.984 2.076 -0.395
C 3.707 1.702 -0.707
H 2.826 4.219 -2.697
H 5.095 4.970 -2.108
H 6.540 3.582 -0.718
H 5.498 1.373 0.245
H 3.304 0.821 -0.231
N -2.843 -3.510 -0.394
C -3.000 -4.848 -0.112
C -2.738 -5.831 -1.041
C -2.202 -5.489 -2.291
C -2.065 -4.145 -2.583
C -2.438 -3.178 -1.633
H -3.373 -5.033 0.884
H -2.975 -6.862 -0.824
H -1.831 -6.227 -2.986
H -1.768 -3.793 -3.560
H -2.402 -2.118 -1.834
N -4.919 2.417 1.297
C -3.691 2.142 1.785
C -3.482 1.725 3.111
C -4.547 1.645 3.961
C -5.816 1.962 3.440
C -6.002 2.311 2.115
H -2.916 2.112 1.034
H -2.537 1.508 3.585
H -4.460 1.445 5.019
H -6.679 1.838 4.078
H -6.993 2.572 1.774
N 1.700 -0.552 -2.707
C 2.693 -0.757 -3.613
C 3.043 -2.013 -4.044
C 2.449 -3.157 -3.483
C 1.467 -2.983 -2.547
C 1.106 -1.684 -2.198
H 3.171 0.101 -4.062
H 3.736 -2.094 -4.868
H 2.843 -4.128 -3.746
H 0.916 -3.812 -2.128
H 0.333 -1.546 -1.456
N 0.009 3.526 -1.860
C -0.744 4.348 -2.728
C -1.478 5.432 -2.286
C -1.659 5.604 -0.934
C -0.810 4.918 -0.056
C 0.027 3.938 -0.592
H -0.724 4.075 -3.773
H -2.173 5.885 -2.977
H -2.462 6.181 -0.497
H -0.883 5.130 1.000
H 0.666 3.316 0.018
N -1.011 0.933 -2.752
C -1.357 0.159 -3.852
C -2.590 -0.266 -4.235
C -3.647 0.208 -3.512
C -3.467 0.943 -2.367
C -2.119 1.256 -2.011
H -0.574 -0.233 -4.484
H -2.737 -1.011 -5.003
H -4.593 -0.220 -3.808
H -4.299 1.334 -1.801
H -2.007 1.952 -1.193
C -5.486 -1.768 0.407
Cl -6.479 -0.608 -0.518
Cl -6.273 -2.318 1.946
H -5.331 -2.642 -0.227
H -4.546 -1.254 0.605
C -2.971 -3.248 3.249
Cl -3.803 -2.616 4.714
Cl -1.254 -3.212 3.691
H -3.364 -4.262 3.183
H -3.207 -2.583 2.418

Force components x, y, z for each atom (eV/Å):
-0.4 -0.5 2.1
-1.8 -1.2 -0.1
0.5 1.3 -1.1
1.0 -0.1 -0.8
0.0 0.3 -0.5
0.0 -0.3 0.3
0.3 0.0 0.0
1.0 0.6 0.2
-0.4 0.2 0.6
-1.2 -1.9 -2.4
0.5 -1.1 -0.3
-0.5 -0.5 -1.5
1.2 0.6 0.0
-0.1 1.3 2.0
0.1 1.6 1.9
-0.1 0.3 0.0
0.1 -0.1 0.4
-0.1 -0.5 -0.5
-0.4 0.0 0.1
0.4 0.3 0.2
0.4 -1.1 -1.5
0.8 1.3 1.2
-0.7 1.3 0.6
0.2 0.7 0.5
-0.5 -0.3 -1.3
0.2 -1.6 -0.5
0.2 0.1 -0.1
0.0 -0.1 0.0
-0.2 0.0 0.4
-0.3 -0.5 0.3
0.1 0.0 0.5
-1.3 0.2 0.7
-1.4 -0.8 -2.2
1.0 -1.8 0.0
1.2 0.4 -0.5
1.3 0.1 1.1
-0.4 1.2 0.4
0.0 0.7 0.0
0.2 0.0 0.1
-0.3 0.1 0.3
-0.4 -0.1 0.2
0.2 0.0 -0.2
1.2 0.4 -0.5
1.0 -1.6 1.1
-2.1 0.0 -1.1
0.1 -0.2 0.6
0.4 -0.3 0.0
-1.4 1.2 -0.6
-0.3 0.0 0.2
0.0 0.0 0.0
0.1 -0.3 0.2
0.5 0.2 0.1
-0.4 -0.1 -0.3
0.0 -1.1 -0.4
0.1 2.0 -0.8
0.1 -0.4 -0.4
0.1 0.5 0.7
-0.4 0.7 0.1
-0.1 -1.3 1.0
0.0 -0.3 0.0
0.2 -0.1 0.2
-0.4 -0.2 -0.1
0.3 -0.1 -0.1
0.1 0.2 -0.2
-0.2 -0.1 0.2
-1.6 -0.7 0.2
0.6 0.3 0.0
-1.8 0.8 -0.5
-0.1 -0.7 0.5
2.1 0.2 0.5
0.4 0.3 0.1
0.5 0.0 -0.7
0.2 -0.3 0.0
-0.1 0.2 0.1
0.1 -0.1 -0.5
0.0 -1.0 0.2
-1.2 0.0 0.4
-0.1 -0.7 -0.1
1.1 0.7 -0.5
-0.5 0.6 0.1
0.6 1.2 -0.4
-0.1 0.3 0.2
0.3 -0.1 0.2
-0.3 -0.2 -0.2
0.1 0.0 0.2
-0.1 0.4 0.0
-1.2 2.2 -1.6
1.6 -1.3 1.4
-1.0 -1.2 -0.7
0.9 -0.5 1.5
-0.5 0.3 -1.0
0.0 -0.7 0.5
0.0 -0.1 0.0
0.3 0.3 -0.2
0.1 0.5 -0.3
0.3 -0.3 0.0
0.0 0.1 0.4
-3.0 -1.1 -1.1
2.3 0.1 0.5
0.2 0.2 0.5
-1.5 -1.2 0.4
1.9 0.5 -0.1
-0.5 0.6 -1.0
0.7 0.3 0.3
0.2 0.3 -0.3
-0.6 0.6 0.2
0.1 -0.1 0.3
0.5 -0.3 0.3
-0.3 0.0 0.0
0.0 -0.2 0.2
0.5 0.4 -0.9
0.0 0.2 0.3
-0.2 -0.3 0.3
-0.4 0.4 1.5
-0.4 0.2 -0.3
0.0 -0.3 -0.7
0.5 0.1 -0.5
0.3 -0.3 0.0

Summary:
**HOMO energy (spin up / spin down)**: -10.55 / -10.44 eV
**Frontier orbital gap (spin up / spin down)**: 8.15 / 7.40 eV
**Largest force on an atom**: 3.4 eV/A
**Spin multiplicity**: 3
**E_tot**: -5816.39319 hartree
**Expectation value of S²**: 2.00
**Charge**: +1

Löwdin atomic charge list, values in e, 2 entries: 0.74 -0.13



The following is a quantum chemistry calculation of a single C9H11BO2 molecule in a non-equilibrium geometry, from the Open Molecules 2025 dataset.

Geometry (Å):
C 1.356 -1.097 1.337
C 1.093 -0.392 0.034
C 1.553 -1.139 -1.234
B 1.585 1.191 0.052
O 2.884 1.697 -0.168
O 0.475 2.015 0.096
C -0.628 1.212 0.065
C -1.931 1.743 0.074
C -2.964 0.833 -0.049
C -2.770 -0.556 0.011
C -1.473 -1.010 -0.086
C -0.415 -0.145 -0.096
H 1.007 -2.128 1.291
H 0.865 -0.587 2.144
H 2.311 -1.185 1.572
H 1.106 -2.113 -1.431
H 2.634 -1.176 -1.414
H 1.105 -0.541 -2.048
H 2.832 2.604 -0.261
H -2.119 2.756 0.085
H -3.933 1.207 0.174
H -3.614 -1.208 -0.209
H -0.957 -1.980 0.060

Force components x, y, z for each atom (eV/Å):
-3.5 -0.5 -0.9
0.0 0.6 -0.8
-0.2 1.0 -0.9
1.3 -0.8 -1.0
-2.0 -3.8 0.9
0.9 0.2 0.3
-2.3 0.7 -0.9
1.5 -2.5 -0.5
0.2 -0.6 1.6
-0.3 0.3 -1.7
2.0 -1.4 0.8
1.1 2.2 1.1
-0.4 -0.1 0.1
-0.4 0.2 0.5
4.6 -0.1 0.9
0.1 -0.3 0.7
-0.2 0.0 0.3
0.5 -0.1 -0.1
0.1 3.2 -0.3
-0.3 2.1 0.2
-1.0 0.2 -0.6
0.1 0.0 0.7
-1.9 -0.4 -0.5

Summary:
**HOMO energy**: -8.76 eV
**Frontier orbital gap**: 9.32 eV
**SMILES**: CC1(C)B(O)Oc2ccccc21
**Largest force on an atom**: 4.7 eV/A
**E_tot**: -524.94373 hartree
**Relative energy (zero: lowest compared OMol25 entry of this formula, charge and spin)**: 0.174 eV

natural (NBO) atomic charge list, values in e, 2 entries: -0.58 -0.38



The following is a quantum chemistry calculation of a molecular structure, C4H11N3O in a non-equilibrium geometry, from the Open Molecules 2025 dataset.

Geometry (Å):
C 1.754 -0.837 1.128
C 1.653 0.429 -1.058
C 0.862 -0.269 0.035
O -0.087 -1.095 -0.391
H 2.242 -0.313 -1.598
H 2.320 -0.042 1.618
H 2.476 -1.525 0.690
H 1.135 -1.339 1.870
H 0.983 0.905 -1.774
H 2.321 1.190 -0.653
C -1.732 0.008 0.022
N -1.916 0.356 -1.317
N -0.577 0.812 0.764
N -2.742 -0.124 0.793
H -1.216 -0.030 -1.932
H -2.865 0.469 -1.636
H -0.797 1.798 0.854
H -0.458 0.531 1.731
H -3.356 -0.923 0.853

Force components x, y, z for each atom (eV/Å):
-0.6 1.2 0.7
-0.6 1.0 0.3
-1.7 -2.8 -2.0
2.0 0.4 0.5
0.0 -0.2 0.2
0.1 0.0 0.1
-0.2 -0.1 -0.2
0.1 -0.2 -0.1
0.0 0.0 0.0
0.1 0.0 0.0
-1.7 2.7 0.9
1.5 -0.3 0.2
0.9 -0.1 -0.7
1.5 -1.4 1.5
-0.3 0.1 -0.2
0.1 -0.4 0.2
-0.1 0.4 -0.5
-0.7 -0.6 0.0
-0.3 0.4 -1.0

Summary:
**HOMO energy**: -8.32 eV
**Frontier orbital gap**: 9.19 eV
**Largest force on an atom**: 3.8 eV/A
**E_tot**: -398.40492 hartree
**Relative energy (zero: lowest compared OMol25 entry of this formula, charge and spin)**: 4.061 eV

natural (NBO) atomic charge list, values in e, 2 entries: -0.69 -0.69



The following is a quantum chemistry calculation of a molecular structure, C23H31IrN2O4S, from the Open Molecules 2025 dataset.

Geometry (Å):
Ir -0.286 -0.723 -0.995
O -0.435 2.991 -1.733
C -0.211 1.922 -2.236
O 0.498 0.970 -1.633
C -0.655 1.619 -3.631
C -0.870 2.680 -4.499
C -1.217 2.452 -5.823
C -1.372 1.150 -6.285
C -1.194 0.084 -5.422
C -0.838 0.317 -4.090
S -0.791 -1.123 -3.101
H -0.742 3.682 -4.113
H -1.363 3.286 -6.495
H -1.641 0.964 -7.316
H -1.342 -0.930 -5.772
C -0.354 -3.730 -1.815
N -0.382 -2.875 -0.595
C 0.748 -3.343 0.253
C -1.654 -3.147 0.116
C -2.716 -2.281 -0.509
N -2.275 -0.861 -0.346
C -3.132 0.037 -1.179
C -2.526 -0.458 1.076
H -0.361 -4.777 -1.507
H 0.553 -3.527 -2.378
H -1.217 -3.546 -2.443
H 0.637 -4.417 0.416
H 0.746 -2.813 1.195
H 1.686 -3.146 -0.260
H -1.517 -2.889 1.164
H -1.898 -4.210 0.060
H -3.689 -2.407 -0.034
H -2.821 -2.472 -1.576
H -4.152 0.007 -0.789
H -3.117 -0.292 -2.210
H -2.744 1.051 -1.100
H -3.566 -0.707 1.292
H -2.358 0.603 1.184
H -1.863 -0.985 1.752
C 3.924 2.667 5.475
C 3.103 2.071 4.366
C 2.557 2.867 3.370
C 1.794 2.341 2.335
C 1.242 3.272 1.290
C 1.603 0.951 2.300
C 2.157 0.118 3.286
C 1.972 -1.377 3.290
C 2.887 0.699 4.310
C 0.792 0.365 1.215
O -0.280 0.879 0.822
O 1.161 -0.713 0.610
H 3.856 3.754 5.479
H 4.975 2.396 5.365
H 3.593 2.300 6.447
H 2.728 3.938 3.397
H 1.750 4.233 1.349
H 0.174 3.441 1.424
H 1.359 2.877 0.282
H 0.929 -1.663 3.139
H 2.296 -1.792 4.242
H 2.559 -1.844 2.496
H 3.301 0.065 5.087

Force components x, y, z for each atom (eV/Å):
0.0 -0.3 0.3
0.1 -0.1 0.1
-0.1 0.3 -0.3
0.2 0.0 0.3
0.0 0.0 0.1
0.0 0.0 -0.1
0.0 0.0 0.1
0.0 0.0 0.0
0.0 0.0 -0.1
0.0 -0.1 -0.1
-0.2 0.0 -0.3
0.0 0.0 0.0
0.0 0.0 0.0
0.0 0.0 0.0
0.0 0.0 0.0
0.1 0.0 0.1
0.0 -0.1 0.1
0.0 0.0 0.0
-0.1 0.1 -0.1
0.1 0.1 0.0
-0.1 0.0 -0.3
0.0 0.0 0.1
0.0 0.0 -0.1
0.0 0.0 0.0
0.0 0.0 0.0
0.0 0.0 0.0
0.0 0.0 0.0
0.0 0.0 0.0
0.0 0.0 0.0
0.0 -0.1 0.0
0.0 0.0 0.0
0.0 0.0 0.0
0.0 0.0 0.0
0.0 0.0 0.0
0.0 0.0 -0.1
0.0 0.0 0.0
0.0 0.0 0.0
0.0 0.0 0.0
0.0 0.0 0.0
0.0 0.0 0.0
0.0 0.0 0.0
0.0 0.0 0.0
0.0 -0.1 0.0
0.0 0.0 0.0
0.1 0.0 0.0
0.0 0.1 0.0
0.0 0.0 0.0
0.0 0.0 0.0
-0.2 0.3 -0.3
0.1 -0.2 0.5
0.0 0.2 -0.2
0.0 0.0 0.0
0.0 0.0 0.0
0.0 0.0 0.0
0.0 0.0 0.0
0.0 0.0 0.0
0.0 0.0 0.0
0.0 0.0 0.0
0.0 0.0 0.0
0.0 0.0 0.0
0.0 0.0 0.0
0.0 0.0 0.0

Summary:
**HOMO energy (spin up / spin down)**: -10.95 / -10.92 eV
**Frontier orbital gap (spin up / spin down)**: 6.34 / 5.41 eV
**Largest force on an atom**: 0.5 eV/A
**Spin multiplicity**: 2
**E_tot**: -1807.79100 hartree
**Expectation value of S²**: 0.77
**Charge**: +1
**Relative energy (zero: lowest compared OMol25 entry of this formula, charge and spin)**: 2.295 eV

natural (NBO) atomic charge list, values in e, 2 entries: 1.25 -0.54